A:
Below is a gas-phase ion, C7H12N5 (charge +1), with properties calculated with wB97M-V/def2-TZVPD.

Positions of all 24 atoms, in Å:
C 2.41 0.49 0.88
C -0.87 -0.39 0.66
C -1.07 0.99 1.13
C -1.03 -2.46 0.00
C 0.25 1.68 -0.86
C 0.38 -0.62 -0.34
C 1.74 -0.71 0.44
N 2.73 1.47 1.38
N -1.65 -1.37 0.73
N -0.02 -1.88 -0.88
N 0.55 0.44 -1.27
N -1.08 1.91 -0.07
H -1.88 1.03 1.76
H -0.20 1.19 1.67
H -0.49 -3.09 0.76
H -1.81 -3.11 -0.50
H 1.10 2.04 -0.14
H 0.22 2.41 -1.79
H 2.40 -1.31 -0.24
H 1.43 -1.46 1.15
H -0.38 -1.89 -1.83
H 0.22 0.08 -2.24
H -1.98 1.64 -0.55
H -1.00 2.94 0.14

Computed properties:
E_LUMO in eV: -3.51
HOMO level in Eh: -0.498
Charge: +1
Structure (SMILES): N#CC[C@@]12NCN=C1C[NH2+]CN2

Charge distribution, natural (NBO) scheme, values in e: atom 1 (C): 0.281, atom 2 (C): 0.210, atom 3 (C): -0.284, atom 4 (C): -0.100, atom 5 (C): -0.076, atom 6 (C): 0.256, atom 7 (C): -0.568, atom 8 (N): -0.291, atom 9 (N): -0.321, atom 10 (N): -0.637, atom 11 (N): -0.641, atom 12 (N): -0.540, atom 13 (H): 0.255, atom 14 (H): 0.243, atom 15 (H): 0.211, atom 16 (H): 0.238, atom 17 (H): 0.256, atom 18 (H): 0.254, atom 19 (H): 0.289, atom 20 (H): 0.264, atom 21 (H): 0.390, atom 22 (H): 0.405, atom 23 (H): 0.446, atom 24 (H): 0.460



B:
Below is a gas-phase ion, C7H12N5 (charge +1), with properties calculated with wB97M-V/def2-TZVPD.

Positions of all 24 atoms, in Å:
C 3.17 -0.93 -0.44
C 1.97 -0.34 -0.70
C 3.34 -1.29 0.97
C 0.85 -0.44 0.18
C -0.77 0.49 -1.46
C -2.11 0.95 -0.86
C -1.73 0.28 0.53
N 2.32 -1.36 1.84
N 1.13 -0.89 1.42
N -0.37 -0.10 -0.16
N -2.05 2.39 -0.76
N -2.34 -0.80 1.13
H 3.87 -0.87 -1.24
H 1.92 0.05 -1.72
H 4.23 -1.79 1.43
H -0.85 -0.28 -2.35
H -0.12 1.27 -1.83
H -3.03 0.56 -1.38
H -1.54 1.10 1.21
H -1.25 2.74 -0.26
H -2.74 2.93 -0.25
H 0.36 -0.93 2.09
H -2.16 -1.68 0.49
H -2.09 -1.06 2.10

Computed properties:
E_LUMO in eV: -4.36
HOMO level in Eh: -0.473
Charge: +1
Structure (SMILES): N[C@@H]1[C@@H](N)C/[N+]1=c1\cccn[nH]1

Charge distribution, natural (NBO) scheme, values in e: atom 1 (C): -0.126, atom 2 (C): -0.244, atom 3 (C): 0.003, atom 4 (C): 0.444, atom 5 (C): -0.220, atom 6 (C): -0.073, atom 7 (C): 0.141, atom 8 (N): -0.146, atom 9 (N): -0.321, atom 10 (N): -0.406, atom 11 (N): -0.826, atom 12 (N): -0.816, atom 13 (H): 0.259, atom 14 (H): 0.253, atom 15 (H): 0.250, atom 16 (H): 0.227, atom 17 (H): 0.223, atom 18 (H): 0.242, atom 19 (H): 0.203, atom 20 (H): 0.353, atom 21 (H): 0.387, atom 22 (H): 0.421, atom 23 (H): 0.381, atom 24 (H): 0.390



Which structure loses on stability? A does.